Molecular formula: C68H178N18O26
Method: DFT, the ωB97M-V functional and the def2-TZVPD basis

Properties
HOMO-LUMO gap ... 8.62 eV
Total charge ... 0
Highest occupied orbital energy ... -8.292 eV

```
290
Properties=species:S:1:pos:R:3:forces:R:3:mulliken_charge:R:1
O -6.078087 5.844749 -0.925697 -0.3 -0.2 -0.6 -0.3964
O -4.037751 -1.671928 -3.856476 0.2 -0.2 0.5 -0.2469
O -0.091602 4.050538 -1.993175 0.1 -0.8 -0.5 -0.2364
O -2.907620 -1.434805 6.118637 -0.2 0.5 -0.7 -0.2890
O 0.766851 2.791002 -4.555016 -0.3 -0.2 0.0 -0.0295
O 4.910077 -6.278527 -3.775244 -0.7 0.0 -0.3 -0.7839
O 3.887935 5.040427 2.155409 0.4 0.5 -0.2 -0.5619
O -2.649812 4.377518 3.060007 -0.2 -0.3 -0.8 -0.5036
O 7.974808 3.290250 0.750584 -0.6 -0.3 0.2 -0.7562
O 2.906278 -5.836073 -0.915944 1.0 -0.7 0.4 -0.3203
O 3.818991 4.606040 -0.542565 0.4 -0.2 0.6 0.0376
O 4.104564 -0.910169 -1.619345 -0.3 -0.6 -0.2 0.8577
O -9.032418 -2.210855 -5.393530 -0.7 0.1 0.0 -0.3135
O -2.508750 -2.652539 1.829954 0.1 -0.6 0.3 0.2006
O 0.719850 -5.612536 4.413185 0.1 0.4 -0.3 -0.3038
O 4.879494 0.504612 2.846415 -0.6 -0.2 0.1 -0.6381
O 4.725281 -1.995137 -6.184079 0.2 1.0 -0.5 -0.3710
O 1.230369 1.253358 2.863607 -0.1 -0.3 -0.8 -0.6723
O 0.453228 -3.237280 -1.202316 0.6 0.2 -0.6 -0.2874
O 0.720495 8.423034 -5.055329 -0.3 0.1 -0.1 -0.3229
O 0.322187 3.919362 7.524475 0.6 0.1 0.3 -0.3633
O -5.379477 -3.672279 9.430092 0.8 -0.8 -0.8 -0.2862
O 5.770168 1.920777 6.692297 0.3 -0.1 0.0 -0.5853
O -1.665537 -7.384213 -4.831019 0.0 0.0 -0.9 -0.3648
O -1.070643 -6.756793 -8.695017 1.0 0.8 0.2 -0.2871
O 2.068628 8.673374 4.988363 -0.2 -0.2 -1.2 -0.2943
N 7.085408 1.207819 1.049533 -0.5 -0.1 0.0 -0.1517
N 3.664210 -6.711462 -5.620320 -0.8 -0.4 -1.2 -0.2507
N -2.202614 -4.906438 3.632189 1.6 -0.4 1.3 -0.0315
N 3.299912 -1.081657 3.310383 -0.3 0.3 -0.5 0.1461
N 3.803207 7.287613 2.726567 0.0 0.4 -0.3 -0.2852
N -4.721619 4.393434 1.173597 0.5 0.6 0.5 -0.0934
N 2.418703 5.778545 3.683733 -0.1 0.4 -0.3 0.3055
N -0.354795 7.670284 -2.549279 -1.1 0.1 0.3 -0.2357
N 0.624812 -6.668944 -6.421555 0.8 0.6 0.3 -0.4440
N -4.650264 -0.734926 8.462293 -0.3 0.3 -0.6 -0.3038
N 0.551592 -1.466065 1.302639 -0.2 -0.2 1.9 0.9613
N 0.461861 6.241883 5.725741 0.4 0.1 -0.5 0.1665
N 2.164156 -0.380181 -5.808899 -0.5 -0.3 1.5 -0.3783
N 5.159911 -0.896628 4.608648 -1.0 0.1 -0.8 -0.3531
N -6.529607 -3.499126 -3.949560 -0.4 0.8 -0.2 -0.4277
N 5.156934 -3.951354 -1.705200 -0.5 0.5 0.0 -0.3841
N 6.143671 2.964138 2.088142 0.3 0.7 -0.2 -0.1814
N 2.630104 -6.075096 -3.701833 0.8 0.0 0.0 0.8875
C 2.645594 -7.090304 -0.330309 -1.8 -0.7 0.0 -0.9307
C -0.790496 4.148663 8.363131 -0.7 0.0 -0.8 -0.6690
C 0.960234 -1.916211 -1.102683 0.8 0.6 0.6 0.5034
C -3.420781 -1.507986 8.406202 -0.1 -0.2 0.9 -1.4994
C 0.573309 -3.705313 -2.530969 -1.4 -0.5 -0.1 0.8412
C -0.494033 5.156850 5.580465 -0.4 -0.1 -0.3 -0.7140
C -6.115835 -2.386986 -4.821342 1.1 -0.2 -0.7 -0.3810
C 1.194631 -6.645062 -7.761506 -0.6 -0.9 -0.6 -0.7182
C -0.387834 -5.439961 5.297352 0.4 -1.1 -0.5 -0.4805
C -8.849547 -3.494255 -4.834374 0.3 0.1 0.9 -0.6105
C -0.043571 7.523935 5.288765 -0.8 1.2 0.2 -0.5036
C -7.962348 -3.360446 -3.602423 0.9 0.4 0.4 -0.7136
C -6.613057 4.643527 -0.400919 0.0 0.0 -0.6 -0.6946
C -3.123027 -2.337767 7.170362 -0.1 0.3 0.2 0.0773
C 3.619246 2.641778 7.226157 0.2 0.3 0.1 -1.2302
C -0.715078 6.271014 -2.599854 0.4 -0.9 -0.2 0.2486
C 2.643035 -1.558763 -5.061784 0.1 0.4 -1.5 0.4802
C 4.440412 -0.408312 3.548246 1.2 -0.2 0.1 0.3572
C 3.807685 -6.354454 -4.332991 1.0 0.3 1.2 0.4127
C 3.395157 -2.442479 -6.030116 0.7 -1.5 1.7 -0.2790
C 5.588186 -2.897671 -6.829899 -0.5 -1.1 0.3 -0.7407
C -4.589376 -2.384106 -4.943636 -0.1 1.5 -1.4 -0.8680
C 5.367582 -1.448592 -1.977051 0.2 -1.0 -0.5 -1.7722
C 3.404227 5.993349 2.769593 -0.3 -1.1 1.0 0.2812
C 3.707782 -5.068887 -0.024309 -0.1 1.4 0.1 -1.2625
C -0.686663 8.290752 -4.975734 -0.5 -0.6 1.1 -0.4774
C 4.206698 5.914200 -0.919371 -0.2 -0.6 -0.7 0.0965
C 4.127901 0.169338 -0.727295 0.7 0.4 0.3 -0.8177
C -5.560053 3.727354 0.217392 -0.9 -0.4 0.9 -0.7773
C 4.097484 -3.775578 -0.736949 -0.5 -0.6 0.2 0.0044
C 1.882132 2.511894 2.837112 0.6 -0.1 0.9 0.1184
C -3.431394 4.911363 0.740838 -0.4 -0.7 0.3 -0.6995
C -2.429763 -7.168753 -3.674650 1.0 0.5 1.3 -0.6638
C -0.370367 -7.877417 -4.539348 -0.2 -1.1 0.0 -0.1786
C -5.880700 -1.503816 8.379204 -0.1 -1.0 1.3 -0.6074
C 4.879675 5.835718 -2.279815 0.2 0.5 -0.3 -1.4143
C -5.897609 -4.757643 10.168312 0.0 0.3 0.2 -0.8103
C 0.468577 -8.002541 -5.793918 -0.4 1.4 -1.1 -0.6945
C -3.340507 -2.044090 0.875958 0.1 0.0 -0.5 -0.8824
C 5.202264 -2.823962 -2.662942 -0.1 -0.6 0.5 0.1790
C -0.255722 3.661389 -4.971745 0.1 0.3 -0.9 -0.3364
C 1.891502 -4.930678 4.790938 -0.5 0.4 -0.1 -0.6276
C -5.980560 -2.427564 9.618668 -0.7 0.6 0.3 -0.7334
C 0.244306 -7.303593 -8.762006 -0.4 -0.6 -0.7 -0.8410
C -1.276980 -4.627604 2.551710 -2.2 0.6 -1.0 -0.1552
C -2.567824 5.275235 1.961925 -0.5 0.4 0.1 -0.5497
C 4.406882 1.766708 6.296777 0.7 0.1 -0.4 0.6077
C -1.663069 -5.852899 4.587032 -0.8 -0.6 0.5 -1.1334
C -2.093931 -3.978537 1.413490 1.4 1.1 0.7 -0.6875
C 1.556690 -1.723679 0.301098 -1.0 -0.4 -0.8 -0.3063
C -1.163566 8.426599 -3.484073 1.2 1.0 -1.3 -0.6428
C 1.040123 3.193393 -1.821208 0.5 1.1 0.8 -0.1766
C 2.799616 9.872893 5.122336 0.2 -0.4 0.6 -0.8911
C -0.143897 -0.180570 1.311828 2.0 -1.1 0.1 -1.2004
C 0.825712 8.702736 5.706868 1.6 -0.6 0.3 -0.8843
C -2.100780 3.088894 2.783657 0.5 0.7 1.2 -0.5501
C -9.717403 -2.278528 -6.637694 0.3 0.0 0.6 -0.7482
C -2.008515 -7.513650 -9.402289 -0.7 -0.6 0.5 -0.7885
C 7.123571 2.545755 1.244548 1.2 0.6 -0.2 0.4275
C 0.890007 0.929451 1.531121 -2.8 1.7 -1.1 1.3264
C 0.916722 1.705944 -5.428083 0.5 -0.6 -0.5 -0.8324
C 1.851839 0.662144 -4.835861 0.1 1.1 0.5 0.1138
C -5.366031 5.613112 -2.141513 0.4 0.8 0.8 -0.4353
C 0.011479 3.843349 6.140286 0.3 0.1 0.5 0.3176
C -2.778118 -2.002421 4.816880 0.6 -0.3 0.8 -0.1926
C -2.633165 -1.544155 -3.972815 -0.2 -0.3 -0.5 -0.6971
C 1.196478 8.021326 -6.321737 0.9 0.2 0.0 -0.6927
C 0.057295 5.400829 -1.601926 -1.0 0.1 -0.1 0.6323
H 3.493661 -7.669047 0.036526 0.3 0.5 0.1 0.3398
H -3.939870 -3.028806 6.932763 -0.1 0.0 0.0 0.3789
H 1.820743 -2.149118 -4.649825 -0.3 0.3 -0.2 -0.2014
H 2.918964 -0.075845 -6.411899 0.0 0.1 0.1 0.3691
H 2.349357 -0.977041 0.244128 -0.4 0.0 0.4 -0.7436
H 3.968762 4.573490 0.421326 -0.3 -0.2 -0.2 0.1408
H -2.368694 -6.078343 5.394841 -0.3 0.6 -0.1 0.5208
H -6.474311 -1.405793 -4.492792 0.2 0.0 0.4 0.2946
H -4.546315 4.920830 -1.944091 0.0 -0.3 -0.4 0.1470
H -2.487833 -8.212193 -8.700989 0.1 -0.2 -0.2 0.2805
H 5.830174 5.300850 -2.263488 -0.1 -0.1 0.4 0.3323
H -5.978531 5.317181 -2.994114 -0.3 -0.3 0.2 0.3664
H 2.548802 2.547723 7.051175 0.0 0.0 0.4 0.2039
H 1.298034 3.425474 2.665595 -0.9 -0.5 -0.1 -0.0662
H -2.782139 -1.793749 -0.035544 -0.1 -0.4 -0.2 0.1560
H 1.476946 -8.373699 -5.604747 -0.1 -0.2 0.4 0.2308
H -3.644847 5.816087 0.168741 0.5 0.0 -0.2 0.4999
H 0.626273 7.859904 -2.700525 0.0 -0.3 -0.2 0.3013
H -3.723903 -1.079162 1.211097 0.0 -0.2 0.5 0.2433
H -7.023456 -2.576825 9.931234 -0.1 0.1 -0.4 0.6160
H 4.302628 -2.796329 -3.285628 -0.1 0.0 0.0 -0.1940
H -6.649142 -5.341221 9.628239 -0.3 0.4 -0.1 0.2617
H 4.570903 -5.607972 0.374414 0.0 -0.3 -0.3 0.5087
H 5.498390 2.287934 2.468882 -0.2 0.5 0.0 0.5162
H -5.520951 -1.876992 10.452168 0.2 -0.1 0.0 0.3237
H 0.873191 6.320213 6.646241 -0.2 -0.3 0.2 0.1754
H -0.279731 4.555652 -4.353329 0.3 -0.7 -0.2 -0.7683
H 2.288912 10.739958 4.695842 -0.2 0.0 0.1 0.3380
H -1.260506 3.224922 -4.961223 0.1 -0.3 0.2 0.3623
H 4.673752 -1.601544 5.125055 0.8 -0.2 0.7 0.1076
H 4.777783 0.976950 -1.079338 -0.2 0.1 -0.1 0.5844
H 0.411048 9.704041 5.576436 -0.6 -0.3 0.0 0.4682
H -9.757831 -3.977472 -4.454051 -0.5 0.3 -0.6 0.4249
H 1.320853 3.147397 -0.765056 -0.1 0.0 0.2 0.0985
H 2.275061 2.551315 3.855027 0.6 0.5 -0.2 -0.0854
H 6.032062 -3.132567 -3.297208 0.2 0.8 -0.3 0.5655
H -0.794286 -5.518047 2.135370 0.0 -0.1 0.1 0.2516
H 1.797373 -6.212477 -4.246361 -0.4 0.3 0.4 0.0352
H 2.057020 -2.663909 0.538746 0.0 0.0 0.1 0.0949
H -2.818219 -1.251857 4.032254 -0.2 0.3 0.3 0.0071
H 0.102836 -7.310550 -3.735360 0.1 0.3 -0.1 0.1039
H -2.360736 -1.208002 -4.981243 0.0 -0.3 -0.2 0.3644
H 2.135201 6.481913 4.342405 0.0 0.0 0.1 0.1459
H -4.171695 -2.722395 0.660490 -0.1 0.2 -0.3 0.3495
H -4.657377 3.996894 2.097395 -0.1 -0.3 -0.2 0.3221
H -5.962655 -3.299748 -3.128969 -0.2 -0.5 0.3 0.2333
H 5.868160 -0.766970 -2.667011 0.2 0.1 0.1 0.4824
H 2.747262 1.130540 -4.400979 0.2 0.3 -0.5 0.3600
H -4.142417 -3.337678 -5.257302 -0.1 -0.6 1.3 0.3928
H 0.878957 6.998537 -6.532129 -0.2 0.1 -0.3 0.2415
H -6.765082 -0.874263 8.484466 0.3 0.4 -0.3 0.4739
H -2.213852 8.148945 -3.435075 0.0 -0.2 0.1 0.2296
H 1.078528 5.785701 -1.550897 0.2 -0.5 0.3 -0.4314
H 3.081650 -4.775621 0.828391 0.0 -0.2 0.1 0.2184
H -0.478529 -8.908136 -4.178372 0.0 0.0 0.3 0.3904
H 0.608181 -7.257671 -9.795408 0.2 0.5 0.0 0.5529
H -4.648909 -0.002151 7.763907 0.1 -0.1 -0.1 0.2530
H -1.004571 3.129017 2.767904 0.1 0.2 -0.4 0.0101
H -2.825374 -6.885627 -9.761503 0.3 0.2 -0.2 0.2404
H -5.107350 -5.478129 10.378797 0.2 0.3 0.1 0.2286
H -1.204510 9.034663 -5.585497 0.0 0.0 -0.2 0.4835
H -0.059990 -4.593540 -2.599489 0.2 -0.3 0.1 -0.3143
H -0.491092 4.302545 9.395222 0.3 -0.2 -0.1 0.2730
H 2.635451 -5.137376 4.024806 0.1 -0.1 0.2 0.2481
H 2.935280 -1.750021 3.960222 -0.1 0.0 0.0 0.1321
H -2.465958 2.638204 1.861532 -0.2 -0.2 0.2 0.4868
H -10.731702 -2.665817 -6.507420 0.0 -0.2 -0.1 0.2965
H -0.629958 2.974947 5.959048 -0.5 0.3 -0.1 0.5338
H 2.116410 4.845807 3.882651 0.1 -0.1 -0.1 -0.2197
H -1.053855 7.709539 5.684203 -0.1 0.1 0.3 0.5172
H 0.089004 -3.026172 -3.240830 0.3 0.3 0.0 0.0994
H -1.469526 5.462381 5.977727 -0.1 -0.2 0.1 0.5732
H -0.496712 5.467567 -0.661876 0.7 0.5 0.5 -0.4530
H -6.464948 -2.410897 -5.855737 -0.4 -0.8 0.1 0.2930
H -1.536880 -6.865043 4.173907 0.5 0.1 -0.4 0.3536
H -2.958059 -4.587795 1.145595 0.0 0.0 -0.2 0.7270
H -6.307344 -4.363344 11.100456 -0.1 -0.4 0.2 0.3744
H 2.649265 2.580493 2.061580 0.3 -0.3 0.3 0.0439
H 4.266634 5.336717 -3.032159 -0.2 0.0 0.2 0.2411
H -0.685765 4.941180 4.524786 0.1 0.4 -0.1 -0.1278
H -9.802685 -1.266406 -7.026482 0.2 0.0 -0.1 0.2329
H -8.239104 -4.016375 -2.773666 0.1 -0.7 -0.5 0.4602
H 2.706466 -5.863407 -2.699459 -0.4 -0.2 -0.5 -0.4686
H -8.397560 -4.129550 -5.602468 0.1 -0.3 0.2 0.3850
H 4.952738 -4.786929 -2.251519 0.3 -0.1 0.0 0.2714
H 0.163835 -1.193453 -1.308268 -0.1 0.0 0.0 0.5791
H 4.382005 -3.000332 -0.021207 0.0 -0.1 0.2 0.4458
H -6.011774 -2.132119 7.490882 0.1 0.1 -0.2 0.2557
H 1.465697 -5.655183 -8.131022 -0.3 0.3 0.5 0.2951
H 5.246851 -3.165815 -7.834716 0.1 0.4 -0.2 0.3348
H -5.010295 3.115610 -0.506995 0.1 0.2 -0.2 0.3763
H -2.595935 -0.833246 8.644095 0.1 0.1 -0.5 0.4700
H -8.127162 -2.396960 -3.099335 -0.3 0.4 -0.6 0.3776
H -1.109430 9.499784 -3.286437 0.0 0.0 0.4 0.4044
H 1.176413 8.566445 6.739838 -0.7 0.3 0.3 0.3606
H 3.460620 -3.392308 -5.473756 0.0 -0.4 -0.4 -0.2286
H -2.977874 6.210090 2.346349 0.3 0.1 0.1 0.3860
H 6.073649 -0.528960 4.785283 0.0 -0.2 0.3 0.2573
H 1.333819 1.993011 -6.404549 0.1 0.4 0.0 0.2876
H 1.894765 3.647677 -2.323490 0.1 -0.3 -0.2 0.2803
H 1.782469 -1.666737 -1.784398 -0.1 -0.6 -0.4 -0.5757
H 7.876540 0.735265 0.660208 -0.1 -0.2 0.0 0.1821
H 1.744123 0.947073 0.850409 0.1 -0.3 0.2 -0.6146
H -6.198050 3.038231 0.783297 0.3 -0.3 -0.1 0.4578
H 2.288902 8.033946 -6.332706 0.0 -0.2 0.5 0.2642
H -4.275061 -1.833746 -5.848790 -0.5 0.5 0.0 0.4368
H 3.280736 6.504615 -0.963500 0.3 0.4 -0.1 0.1967
H 5.106229 6.840192 -2.650695 -0.1 0.0 0.0 0.3728
H 5.963222 3.950445 2.009034 -0.5 -0.1 0.4 0.0743
H -2.313809 2.565846 3.716738 -0.3 -0.7 -0.5 0.2642
H 4.308465 2.084439 5.250864 -0.2 0.0 0.0 -0.2014
H -0.675092 -0.106706 0.354837 0.0 0.9 0.0 0.3265
H 3.948506 2.453262 8.249937 -0.6 -0.5 0.1 0.4274
H -0.499607 -3.931738 2.870256 0.1 0.0 0.0 -0.0097
H 2.862775 -2.634590 -6.964807 0.0 0.3 -0.2 0.7302
H 0.169445 -8.386725 -8.611732 0.1 -0.1 0.5 0.4316
H -1.356400 5.027942 8.038295 0.1 0.2 0.1 0.2339
H -1.512462 5.402210 1.704575 0.0 0.1 -0.3 0.2762
H -0.027871 1.214693 -5.691597 -0.2 0.1 0.3 0.3066
H -1.380526 -3.841763 0.595426 -0.4 -0.2 -0.5 -0.1104
H 4.586880 7.580636 2.173573 -0.1 -0.2 -0.2 0.2428
H -4.902686 6.563892 -2.402376 0.0 0.1 0.0 0.1188
H 3.134987 7.970713 3.045020 0.2 0.1 0.1 0.1462
H 6.341335 1.548218 6.014868 0.0 0.1 0.0 0.3096
H 1.873964 -6.949167 0.437616 0.5 0.0 0.5 0.1944
H -0.238806 -6.142507 -6.469949 -0.2 -0.3 0.3 0.3667
H 5.595893 -3.853325 -6.287366 0.0 0.0 0.2 0.1952
H -0.194464 -6.200678 6.061924 -0.4 0.4 0.6 0.4790
H -2.213184 -0.760409 -3.343804 -0.4 -0.3 0.6 0.2898
H -2.105131 -7.867441 -2.892400 -0.4 -0.3 -0.1 0.3658
H 2.997104 9.992860 6.193457 0.0 0.5 0.0 0.3357
H -2.252234 -2.956976 7.426263 0.2 0.0 -0.4 0.1305
H -2.916149 4.159039 0.126318 0.1 0.2 -0.3 0.2625
H 1.420792 0.312718 -3.891232 -0.5 -0.8 -0.4 -0.2306
H 0.978148 8.738161 -7.119542 -0.7 -0.2 0.0 0.2961
H 1.703165 -3.848486 4.797118 0.0 0.1 0.0 0.1253
H 3.106852 0.521525 -0.577950 0.2 0.2 -0.4 -0.4520
H 3.766093 9.778146 4.629467 -0.1 -0.2 -0.1 0.2810
H -3.508733 -7.207267 -3.797498 0.1 -0.2 -0.6 0.2692
H -7.391353 4.873633 0.327535 0.4 0.5 0.3 0.3864
H 4.434364 -6.950587 -6.214505 0.2 0.1 0.3 0.2342
H 6.285573 0.792134 1.505841 0.6 -0.9 -0.2 0.1983
H -0.045965 3.944336 -6.011301 -0.1 0.2 -0.1 0.4053
H -0.481349 -4.432554 5.710704 0.2 0.1 0.0 0.3205
H 3.141097 -3.457944 -1.178045 0.1 0.3 -0.2 -0.0424
H -0.580624 5.793680 -3.580462 0.1 0.7 0.2 0.0583
H 4.901652 6.342150 -0.190947 -0.1 0.1 0.0 0.2329
H -1.497907 3.316684 8.278539 0.0 -0.2 0.3 0.2667
H 6.618074 -2.553256 -6.833763 -0.2 0.5 -0.1 0.2858
H 5.993402 -1.662625 -1.105764 0.1 0.5 0.2 0.5163
H 2.133220 -7.206213 -7.792522 -0.1 -0.2 0.0 0.3959
H 0.865144 2.183156 -2.179763 -0.4 0.3 -0.2 -0.0047
H -7.174798 4.112177 -1.182313 0.2 -0.2 -0.2 0.3685
H 4.173650 0.698697 6.331335 -0.5 0.2 0.2 0.1555
H -0.982593 7.287594 -5.299621 0.1 0.0 -0.4 0.2272
H -0.213944 7.636114 4.213116 0.4 -0.6 -0.2 0.1869
H -0.003769 -8.694808 -6.496187 -0.2 -0.2 0.2 0.5817
H 3.912709 3.687625 7.106760 -0.1 0.0 -0.5 0.3274
H 2.243564 -5.186564 5.795011 0.1 -0.3 0.0 0.3797
H -0.864232 -0.126097 2.127751 0.0 -0.2 0.0 0.3914
H -3.189897 -4.971236 3.467849 0.1 -0.2 -0.5 0.3046
H -2.162907 -6.189254 -3.251695 -0.2 0.1 -0.1 0.1060
H 1.574870 -3.970197 -2.863931 0.2 0.3 0.2 -0.5385
H 0.232745 1.754745 1.202385 0.6 0.5 -0.3 0.3310
H -2.225175 -2.536737 -3.765513 0.6 0.2 0.0 0.2000
H -3.432040 -2.176442 9.271377 -0.1 -0.2 -0.1 0.4328
H -9.125073 -2.925188 -7.291096 -0.3 0.1 -0.4 0.3333
H -1.777794 6.130811 -2.390075 -0.1 0.4 0.1 0.0996
H -0.127235 -2.206908 1.412644 0.2 -0.2 -0.2 -0.3204
H -1.551155 -8.073257 -10.222985 -0.1 0.1 -0.1 0.3526
H 3.278986 -1.288145 -4.214177 0.2 0.0 -0.1 -0.1247
H -1.791767 -2.466143 4.760895 0.0 -0.3 -0.3 0.0537
H 2.728052 -6.702743 -6.010623 0.4 0.2 0.1 0.3279
H -3.538325 -2.760419 4.629091 -0.1 0.0 0.0 0.2692
H 4.506852 -0.093901 0.270058 0.0 -0.3 0.0 0.2059
H 2.661918 -0.707422 2.625248 -0.2 0.0 0.2 -0.3362
H 0.931688 3.594711 5.606461 0.2 0.1 0.3 -0.6663
H 2.115323 -7.763553 -1.011872 0.3 0.4 -0.6 0.2690
```
Positions in Å, forces in eV/Å.